No. 1
Formula: C30H70N9O10Pt
Source: OMol25
Level of theory: ωB97M-V/def2-TZVPD

XYZ file:
```
120
Properties=species:S:1:pos:R:3:lowdin_spin:R:1
C -1.536 3.038 4.762 0.00
H -0.305 -3.536 -2.796 0.00
O 2.262 -1.648 -4.467 0.06
H -0.233 2.402 -2.185 0.00
N 0.756 -3.340 -4.643 0.00
C 1.825 2.627 -3.906 0.02
N 2.991 -1.907 3.570 0.00
H 2.823 4.752 -2.279 0.00
H 4.447 3.989 -1.025 0.00
H 1.202 -5.415 -4.661 0.00
C 2.864 1.370 -0.099 0.01
H -2.540 -0.983 -2.807 0.00
H 1.295 -3.163 3.758 0.00
H -3.946 1.874 0.049 0.00
C -0.419 2.027 -1.164 0.00
C 3.494 -1.220 2.394 0.00
N 3.346 2.585 0.120 0.01
H -3.847 -2.063 -3.359 0.00
H -1.046 4.717 2.531 0.00
C -3.814 -2.689 3.026 0.00
C 2.495 4.842 -3.322 0.00
H 3.052 5.673 -3.749 0.00
O 3.151 -2.183 -1.814 0.05
C 4.563 3.036 -0.508 0.00
H -0.887 -0.851 0.411 0.00
C -3.460 -1.982 5.350 0.00
H -5.459 -0.486 2.234 0.00
H -5.462 1.379 -4.301 0.00
H -1.040 -2.384 -4.033 0.00
N -1.326 2.767 3.366 0.00
H 5.014 2.276 -1.135 0.00
H 0.306 -1.987 -3.132 0.00
H 1.056 -4.523 -0.209 0.00
N -4.134 -0.100 -3.843 0.00
H 4.897 -1.955 4.362 0.00
H 1.126 -2.765 -0.704 0.00
H -2.687 4.096 2.581 0.00
H 0.804 -4.739 -6.205 0.00
H 1.955 1.184 0.490 0.00
H 0.296 2.541 -0.520 0.00
O -5.838 0.575 -2.474 0.00
H 4.013 2.451 -5.288 0.00
H -1.415 2.171 5.407 0.00
C -5.214 0.642 -3.516 0.00
C 4.061 3.229 -4.531 0.00
N -3.087 -2.042 3.957 0.00
H 4.700 -3.108 -0.859 0.00
C 2.587 3.533 0.909 0.00
Pt 2.572 -0.286 -2.818 1.55
H -1.032 0.771 0.988 0.00
C -0.375 0.132 0.394 0.01
H 4.783 2.947 -3.766 0.00
C -3.890 1.244 3.319 0.00
C 3.852 -2.245 4.562 0.00
C -3.715 2.090 1.107 0.00
C -0.331 0.498 -1.108 0.02
H -2.648 -2.428 5.929 0.00
C 1.473 -3.537 -0.016 0.00
H -0.867 3.811 5.156 0.00
H 1.179 -3.110 0.947 0.00
H 1.090 -1.729 2.780 0.00
H 4.486 -1.570 2.080 0.00
H -1.075 -1.925 3.569 0.00
C -4.920 -0.014 1.419 0.00
C 0.549 -4.677 -5.145 0.00
O 0.158 1.061 3.773 0.00
N 2.757 3.580 -3.997 0.02
O -4.912 -3.166 3.191 0.00
H 4.606 -4.464 0.938 0.00
H 0.527 -0.176 0.929 0.00
H -2.567 3.350 4.949 0.00
H 3.134 3.938 1.760 0.00
H -1.458 2.360 -1.104 0.00
H -1.783 -0.437 4.287 0.00
N 2.927 -3.642 -0.069 0.00
C 1.563 -2.107 3.688 0.00
H 1.621 3.101 1.157 0.00
H 2.320 -3.151 -5.866 0.00
H 1.438 5.093 -3.270 0.00
H -0.430 1.653 1.923 0.00
H 4.389 4.078 -5.139 0.00
H 2.391 4.405 0.272 0.00
H -2.893 1.432 3.730 0.00
H -4.236 -0.787 1.043 0.00
H -2.446 0.312 -4.991 0.00
H 5.316 3.243 0.264 0.00
N -4.147 1.122 1.933 0.00
H -0.441 -5.098 -4.995 0.00
O 2.034 1.429 -4.102 0.02
H -2.075 -0.743 2.608 0.00
C -3.622 -1.092 -2.911 0.00
H -4.071 -0.925 -1.938 0.00
H -5.540 0.308 0.590 0.00
H 3.698 -0.185 2.691 0.00
H -4.422 -2.445 5.543 0.00
H 0.858 2.923 -3.493 0.00
H -1.289 0.159 -1.537 0.00
O 0.724 -0.124 -1.712 0.16
H 2.889 -1.340 1.500 0.00
C 3.615 -2.943 -0.968 0.01
O 3.302 0.518 -0.879 0.03
C 3.555 -4.657 0.746 0.00
H 1.128 -1.532 4.505 0.00
C -0.145 -2.859 -3.631 0.00
C -1.647 3.811 2.408 0.00
H 3.051 -4.741 1.711 0.00
C -1.922 -1.235 3.566 0.00
C -3.479 -0.035 -5.123 0.00
O -3.181 3.117 1.484 0.00
H -3.253 -2.811 2.079 0.00
H -1.608 3.417 1.395 0.00
H -4.441 2.085 3.772 0.00
H 3.390 -5.648 0.311 0.00
C 1.832 -2.659 -5.015 0.01
H -4.011 0.535 -5.876 0.00
H -3.334 -1.058 -5.495 0.00
H -3.553 -0.951 5.709 0.00
H -4.220 0.428 3.964 0.00
O 3.538 -2.913 5.525 0.00
C -0.453 1.790 3.022 0.00
```

## Properties
- Total charge: +1
- HOMO energy (spin up / spin down): -10.600 / -10.588 eV
- ⟨S²⟩: 2.005
- 2S+1: 3
- Lowest unoccupied orbital energy (spin up / spin down): -1.97 / -3.23 eV



No. 2
Formula: C49H131N8O20
Source: OMol25
Level of theory: ωB97M-V/def2-TZVPD

XYZ file:
```
208
Properties=species:S:1:pos:R:3:mulliken_charge:R:1
H -1.937 -0.027 -3.438 -0.31
H 2.291 3.489 5.752 0.31
C 0.229 4.163 5.275 0.87
H 1.906 0.429 3.087 -0.30
C -2.206 5.628 -0.500 0.68
H 2.510 1.776 -0.555 -0.36
H 3.435 7.540 -1.845 0.35
N 3.913 -3.937 2.426 -0.35
H -3.016 -2.902 -2.865 -0.31
C 0.384 -4.887 -3.750 -0.68
H -1.833 6.476 0.075 0.11
O -4.184 -5.082 4.273 -0.59
O 6.060 2.889 -4.466 -0.59
C 4.315 5.589 -0.368 -1.26
H 2.609 1.143 1.024 -0.44
H -6.747 -1.068 -3.226 0.27
H 3.731 -0.759 -1.867 -0.24
H -0.572 2.242 4.670 0.55
H -0.663 -3.833 -2.208 -0.71
H -2.839 6.774 -1.971 0.22
H -9.120 -1.330 1.372 0.26
H -4.323 -3.813 -3.642 0.61
H -1.242 4.100 -1.706 -0.34
H 0.432 -5.787 -3.137 0.31
C 1.304 3.629 6.191 -1.11
O 4.116 -4.118 -3.546 -0.40
H -3.965 -4.745 5.145 0.35
H 4.017 -5.905 2.944 0.49
C 0.311 -1.125 -5.900 -1.83
H 3.225 0.201 -0.376 -0.80
H 3.323 -3.131 2.575 0.19
H -3.527 -3.145 3.802 0.38
H -0.039 2.225 -0.436 0.11
H -3.716 -0.529 -1.785 -0.13
C 6.642 -1.406 0.735 -0.43
H 2.662 1.747 7.233 0.25
H 0.384 6.117 4.805 0.26
H 4.427 1.697 -2.736 0.10
H 2.846 -5.528 5.197 0.37
C 0.547 0.010 -1.629 0.15
C -0.201 3.168 4.232 -1.41
H -6.962 -0.661 1.145 0.08
H 7.195 -2.073 1.397 0.35
C -2.854 4.684 0.575 -0.79
C -1.016 5.079 -1.283 0.78
O 5.200 -1.498 0.798 -0.08
C -1.352 -0.033 1.818 -1.81
C -1.356 -2.032 0.358 -0.13
H -0.626 -4.248 -5.302 0.36
C 3.851 2.275 -3.458 0.60
C 0.000 5.426 -3.458 -0.48
O 6.735 -2.883 -1.259 -0.45
H 2.784 -3.733 4.759 0.20
H -4.155 6.499 -1.048 0.20
H 1.017 -1.943 -5.764 0.48
H 3.029 2.719 -2.896 -0.38
O 1.542 -2.026 0.411 0.07
H 4.463 6.585 -2.945 0.38
H 1.325 1.301 8.449 0.25
H 1.142 -4.640 3.087 0.27
H 0.850 4.818 -3.146 -0.01
H -2.342 -2.293 0.742 0.11
H 0.556 -0.350 -5.173 0.28
H -3.855 4.974 0.892 0.45
H -2.348 -2.906 -6.507 0.23
H -6.247 -5.225 2.651 0.32
C 1.819 -5.354 2.620 -0.83
H 4.702 4.183 -3.685 -0.07
C -5.525 -3.436 2.958 0.33
O 2.646 -1.564 3.034 -0.60
C -1.407 1.066 0.724 1.34
C -4.885 0.926 1.587 -0.37
C 3.813 -1.608 -3.655 0.46
N 4.810 4.840 1.841 -0.85
H 4.295 1.235 4.206 0.75
C -6.970 -0.116 2.089 -0.20
O -0.720 -4.944 -4.647 -0.67
H 2.810 -1.440 -4.046 -0.32
C 2.691 -0.207 3.496 0.18
C 4.491 -2.940 -4.139 -0.86
H -3.110 -0.444 -5.823 0.30
H 4.363 -4.860 -4.102 0.27
N -6.270 -1.958 -3.262 -0.85
H -2.933 3.715 0.082 0.17
H 2.647 6.642 -2.981 0.07
H -7.974 1.772 3.668 0.32
H -0.716 4.789 -3.977 0.34
C -0.352 -2.084 2.668 -1.21
O 1.387 -3.548 -1.920 -0.71
O 4.798 0.876 2.284 -0.42
C 4.202 0.414 3.495 -1.04
H 4.744 3.951 2.316 0.26
H 0.954 0.833 -2.217 0.51
O 3.325 1.321 -4.348 -0.32
H 4.387 3.475 -5.308 0.43
H -6.508 -0.742 2.852 0.24
C 3.305 -5.097 3.111 0.20
H 0.453 2.052 1.174 -0.80
C -4.773 -0.776 -1.888 -1.19
H -9.677 1.203 3.789 0.37
H -5.245 -1.234 -1.019 0.40
H -5.491 -2.661 2.192 -0.35
H 4.110 6.605 -0.031 0.35
H 1.446 4.456 6.887 0.40
N -9.286 -0.972 2.302 -0.74
H 0.027 -6.606 1.079 0.50
H 8.079 -1.448 -0.801 0.50
H -8.369 0.297 4.514 0.33
H -6.811 -2.484 -2.590 0.30
H -10.267 -0.742 2.232 0.27
H 0.542 2.939 3.468 0.07
H 2.530 -0.182 4.574 0.48
H -4.505 1.945 1.509 0.20
H -1.176 -2.363 -7.384 0.32
H -1.883 -0.118 -7.038 0.41
O -1.582 0.823 -5.255 -0.46
N 0.847 -0.854 0.833 1.59
H -4.289 -5.726 -1.990 0.35
H -1.290 -1.794 -4.546 -1.50
O 3.488 5.416 -1.487 0.07
H 0.379 6.247 -4.065 0.31
H 0.660 5.051 3.587 0.11
H 0.041 -2.740 -3.283 -0.82
C -0.490 -1.259 1.375 3.11
C 0.018 1.478 0.356 -0.19
H 2.038 -1.563 2.292 0.05
H -2.121 1.797 1.104 0.06
H 1.970 4.118 0.241 -0.22
H 0.019 -5.358 -0.119 -0.25
O 1.651 -5.363 1.209 -0.26
C 0.937 0.271 -0.101 2.12
C 4.049 4.557 0.667 1.12
H -6.199 -3.083 3.738 0.24
C -8.637 0.907 3.652 -1.41
H 5.355 5.468 -0.672 0.35
C -4.906 -1.758 -3.037 1.00
H -3.198 1.058 -4.027 0.50
C -4.088 -3.100 -2.852 -0.28
C -2.040 -0.306 -5.976 -0.99
H -0.948 0.539 2.653 -0.04
H -1.937 0.695 -0.154 -0.98
H -4.538 -1.252 -3.930 -0.13
N 0.845 5.253 4.559 -0.64
H -0.173 4.889 -0.618 -0.23
H -0.884 -2.997 0.173 -0.59
H 1.430 -6.307 2.979 0.52
C 2.563 4.421 1.104 -0.72
O -0.558 6.034 -2.248 -0.43
O 3.869 -1.645 -2.210 0.01
H -0.623 4.533 5.845 0.51
C 3.542 6.586 -2.362 -0.85
C 2.422 0.838 -0.005 0.11
H -2.885 -5.016 -1.298 0.16
H 2.460 3.698 1.913 0.08
H 2.986 1.744 -5.140 0.24
H -8.776 0.813 1.491 0.30
H 4.228 -4.553 5.035 0.44
H -0.494 -0.250 -1.819 -0.59
H 4.868 -0.357 3.882 0.31
C -8.457 0.207 2.339 0.38
H 6.643 -0.887 -1.491 0.11
H 2.226 2.796 8.493 0.33
C 3.242 -4.709 4.597 -1.37
H 5.567 -2.949 -3.963 0.25
H -5.366 0.127 -2.033 0.44
C 1.795 2.055 7.819 -0.72
H -3.617 -4.422 2.540 0.12
C -3.972 -4.948 -1.295 -0.63
O -6.253 -4.381 2.192 -0.59
H 1.185 -2.746 -1.431 -0.47
H 6.059 2.066 -4.961 0.31
H 4.877 -0.853 1.432 -0.04
H -0.031 -1.484 3.519 0.41
H -2.354 -0.343 2.116 0.29
H 5.580 1.389 2.501 0.23
H 0.474 -0.701 -6.891 0.49
H -1.045 3.684 3.774 0.23
O 0.841 2.558 6.930 -0.32
H -1.281 -2.499 3.059 -0.53
H 4.721 -3.797 3.016 0.19
H -2.222 4.545 1.453 -0.04
O -4.568 -3.717 -1.650 -0.30
H -4.358 -5.207 -0.309 0.17
H -1.667 1.698 -3.360 -0.22
H 1.108 -0.781 -2.126 -1.00
H 4.375 -2.882 -5.221 0.37
H 7.068 -0.434 0.984 0.21
C -4.122 -3.958 3.387 -0.23
H 2.046 5.301 1.487 0.59
N -1.362 -2.697 -6.449 -0.69
H 5.795 4.898 1.626 0.35
H 4.444 3.627 0.259 -0.01
C -2.120 0.911 -3.963 0.33
C 4.685 3.270 -4.280 -0.27
C 0.291 -5.561 0.917 -0.12
N -3.275 6.107 -1.351 -0.80
H 4.448 -0.747 -3.864 0.20
H -4.611 0.359 0.698 0.14
C 0.264 -3.668 -2.758 2.61
C 6.999 -1.578 -0.727 -0.51
H -0.348 -4.913 1.517 0.05
H 0.343 -2.904 2.484 -0.28
H -1.591 -1.466 -0.543 -0.50
H 1.259 -4.747 -4.386 0.23
H 7.487 -3.066 -1.827 0.25
O -6.275 1.126 1.795 -0.44
C -1.162 -1.544 -5.599 2.84
H -4.363 0.520 2.453 0.36
```

## Properties
- Total charge: -1
- HOMO energy: -2.918 eV
- Lowest unoccupied orbital energy: 2.00 eV



Energy above the lowest of the compared OMol25 structures with the same formula, charge and spin? In order: 187.7 258.4 kJ/mol.